Here is a 2-piece molecular cluster, C3H4N2O overall from the Open Molecules 2025 dataset. Energies are from ωB97M-V with the def2-TZVPD basis set.

Last column: Mulliken charge in e.
Geometry (Å):
O  -0.93  1.13  -0.15  -0.54
C  -1.42  -0.03  -0.28  0.10
N  -0.69  -1.01  0.13  -0.47
C  0.78  0.39  0.63  -0.20
C  1.59  0.35  -0.56  0.38
N  2.27  0.32  -1.50  -0.37
H  -2.41  -0.16  -0.73  0.42
H  -0.98  -1.98  0.03  0.18
H  0.73  1.37  1.08  0.26
H  1.06  -0.37  1.35  0.25

Output
frontier orbital gap	9.65	eV
total energy	-8199.9954	eV
2S+1	1
HOMO level	-10.35	eV

Here is a 20-piece molecular cluster, H40O20 overall from the Open Molecules 2025 dataset. Energies are from ωB97M-V with the def2-TZVPD basis set.

Last column: Mulliken charge in e.
Geometry (Å):
O  7.53  7.21  7.82  -0.56
H  7.26  6.41  8.22  0.34
H  8.42  7.00  7.64  0.37
O  16.28  7.74  7.70  -0.63
H  16.05  8.13  8.54  0.29
H  15.78  6.91  7.81  0.33
O  13.19  9.36  11.04  -0.75
H  12.27  9.62  10.91  0.37
H  13.32  8.64  10.42  0.31
O  9.20  6.93  10.75  -0.65
H  9.86  7.10  11.41  0.30
H  8.37  6.68  11.19  0.31
O  12.00  9.74  7.91  -0.52
H  12.59  10.52  8.10  0.25
H  11.12  10.17  7.67  0.36
O  12.75  5.73  7.10  -0.63
H  12.83  6.44  6.49  0.36
H  13.11  5.05  6.57  0.29
O  13.24  13.16  11.91  -0.70
H  13.84  13.91  11.82  0.31
H  13.77  12.39  11.45  0.37
O  11.81  14.24  9.60  -0.62
H  11.97  13.83  10.47  0.36
H  10.90  14.48  9.61  0.28
O  12.40  8.16  5.53  -0.67
H  12.43  8.75  6.34  0.43
H  13.13  8.46  5.03  0.29
O  8.83  12.93  9.49  -0.56
H  7.88  12.91  9.34  0.29
H  9.00  12.19  10.08  0.30
O  9.69  10.16  6.69  -0.47
H  9.85  10.34  5.75  0.21
H  8.81  10.07  6.83  0.25
O  10.17  10.28  3.76  -0.65
H  10.89  9.61  3.52  0.32
H  10.53  11.11  3.39  0.31
O  6.79  9.91  7.33  -0.66
H  7.15  10.56  7.91  0.33
H  7.16  9.11  7.76  0.40
O  13.15  12.17  8.17  -0.68
H  12.95  13.09  8.40  0.27
H  13.91  11.84  8.70  0.38
O  9.91  7.09  6.78  -0.67
H  10.75  7.28  7.15  0.14
H  9.74  7.64  6.01  0.37
O  14.06  6.46  9.44  -0.64
H  13.54  6.26  8.66  0.41
H  14.04  5.70  10.03  0.28
O  9.12  9.24  9.30  -0.53
H  9.45  8.69  8.57  0.06
H  9.05  8.49  9.96  0.43
O  8.01  8.19  4.99  -0.61
H  7.17  8.12  5.35  0.30
H  8.17  9.15  5.07  0.22
O  11.01  11.10  10.73  -0.67
H  11.51  11.56  9.99  0.38
H  10.26  10.62  10.32  0.28
O  14.83  11.18  10.12  -0.67
H  14.38  10.32  10.32  0.44
H  15.75  11.03  10.07  0.25

Output
frontier orbital gap	10.75	eV
total energy	-41601.5930	eV
2S+1	1
HOMO level	-10.73	eV

Here is CsO4S as an isolated structure from the Open Molecules 2025 dataset. Energies are from ωB97M-V with the def2-TZVPD basis set.

Last column: Mulliken spin population.
Geometry (Å):
Cs  0.20  3.00  -0.16  0.00
S  -0.10  -0.61  0.06  -0.07
O  -1.06  -1.64  -0.09  0.12
O  1.26  -1.15  0.31  0.60
O  0.15  0.03  -1.20  0.35
O  -0.46  0.37  1.08  0.01

Output
frontier orbital gap (spin up / spin down)	8.58 / 7.25	eV
total energy	-19571.8404	eV
2S+1	2
HOMO level (spin up / spin down)	-9.51 / -9.35	eV

What are the ΔE to the lowest compared entry with this formula, charge and spin values for these records? In order: 375.3; 138.1; 0.0 kJ/mol.